C27H35KN6O8 as an isolated structure, computed with the ωB97M-V functional and the def2-TZVPD basis.

Its net charge is -2. The spin multiplicity is 1. The energy is -70216.8727 eV. Its HOMO-LUMO gap is 6.96 eV.

```
77
Properties=species:S:1:pos:R:3:forces:R:3:lowdin_charge:R:1
K -1.38242 0.62891 0.24890 0.23 -1.00 0.67 0.821
O -3.97240 2.40635 -3.06225 0.04 -0.03 0.00 -0.043
C -3.04200 1.98216 -2.35476 0.03 0.16 -0.18 -0.666
O -3.12686 1.34924 -1.27225 -0.27 0.08 -0.10 -0.172
C -1.61229 2.15891 -2.93688 0.07 0.02 -0.03 -0.100
C -0.90508 0.79900 -3.18352 -0.06 0.13 -0.05 -0.246
C 0.05952 0.96163 -4.36511 -0.03 -0.12 -0.05 -0.110
C 1.15387 1.84629 -3.72330 0.12 0.01 0.01 -0.107
C 0.66884 1.92892 -2.26437 -0.06 0.07 0.05 -0.273
O 0.02018 0.65121 -2.08845 -0.08 0.21 -0.10 -0.146
C -0.48808 2.92929 -2.15033 -0.01 -0.03 -0.02 -0.108
C -0.74197 3.42055 -0.69055 -0.02 0.16 -0.13 -0.676
O -0.14778 2.78474 0.22823 0.19 0.26 -0.04 -0.169
O -1.44601 4.43397 -0.57103 0.01 -0.05 -0.03 -0.021
H -1.76332 2.65249 -3.89703 0.01 -0.01 -0.01 0.130
H -1.56257 -0.06704 -3.21766 -0.01 0.01 0.00 0.152
H 0.46043 -0.00904 -4.66644 -0.01 0.01 0.00 0.096
H -0.42037 1.42260 -5.22863 0.00 -0.01 0.00 0.107
H 2.14000 1.37783 -3.78891 -0.06 0.03 0.00 0.086
H 1.21692 2.83628 -4.17770 0.02 0.00 0.00 0.107
H 1.43284 2.05394 -1.50213 0.00 -0.01 -0.01 0.142
H -0.26064 3.84210 -2.70552 0.03 -0.01 0.01 0.138
O -1.28985 -3.44185 3.64965 -0.06 0.10 -0.01 -0.010
C -0.67677 -2.64618 2.92595 0.38 0.02 -0.27 -0.479
N -0.61415 -2.57513 1.59316 -0.47 -0.57 0.07 0.121
C -1.04177 -3.63661 0.85227 0.03 0.59 0.16 -0.457
O -0.76546 -4.81840 1.00103 0.04 -0.17 0.01 0.034
C -1.90892 -3.26415 -0.35127 -0.06 0.07 0.01 -0.181
C -2.18639 -4.25477 -1.28979 0.04 -0.02 0.01 -0.024
C -3.02121 -3.96004 -2.35031 -0.02 0.01 -0.02 -0.089
C -3.56753 -2.68817 -2.43470 0.00 -0.02 -0.01 -0.075
C -3.24068 -1.76137 -1.45559 0.04 0.08 0.06 -0.133
N -2.42080 -2.03312 -0.43516 0.02 -0.23 -0.14 0.103
C 0.09356 -1.52515 3.62103 -0.08 0.05 -0.01 -0.196
C -0.10602 -1.33052 4.98649 0.01 0.01 0.01 -0.024
C 0.55887 -0.29800 5.62003 -0.01 0.00 0.01 -0.092
C 1.41540 0.50233 4.87548 0.00 0.01 0.05 -0.103
C 1.55881 0.22058 3.52666 0.02 -0.01 -0.04 -0.150
N 0.91809 -0.76375 2.90725 0.07 0.00 0.02 0.132
H -1.73765 -5.22824 -1.15075 0.00 0.01 0.01 0.104
H -3.24836 -4.71031 -3.09980 0.01 0.00 0.00 0.092
H -4.22986 -2.40691 -3.24357 0.00 0.01 0.01 0.095
H -3.62544 -0.74474 -1.48895 0.00 -0.01 -0.03 0.089
H -0.78725 -1.99692 5.49738 0.01 0.00 0.00 0.105
H 0.41335 -0.11273 6.67927 0.00 -0.01 -0.01 0.091
H 1.95664 1.32606 5.32607 -0.01 -0.01 -0.01 0.087
H 2.21428 0.82503 2.90478 -0.01 0.01 0.02 0.107
C 3.08112 -1.71515 -3.39337 -0.08 0.04 -0.02 -0.050
C 3.27733 -1.62001 -1.88263 0.09 0.01 -0.02 -0.651
C 4.18104 -2.75010 -1.39784 -0.02 0.01 -0.01 -0.069
C 3.90837 -0.26659 -1.53072 -0.05 0.04 -0.02 -0.050
N 1.95511 -1.78819 -1.28396 -0.26 -0.02 -0.15 -0.073
N 1.96294 -1.61457 0.12635 0.27 0.03 0.10 0.029
H 4.03557 -1.61495 -3.91631 0.00 0.00 0.00 0.076
H 2.41260 -0.92135 -3.74600 0.07 -0.08 0.03 0.055
H 2.63337 -2.67649 -3.65261 0.00 0.01 0.00 0.080
H 5.18117 -2.66297 -1.83359 0.00 0.00 0.01 0.069
H 3.75049 -3.71343 -1.67808 0.01 0.00 0.00 0.076
H 4.25361 -2.71274 -0.31109 0.01 -0.02 -0.01 0.066
H 4.87487 -0.14115 -2.02840 0.00 0.01 0.02 0.073
H 4.05874 -0.19833 -0.45262 0.01 0.02 0.01 0.071
H 3.25090 0.55336 -1.84010 0.06 -0.07 0.02 0.062
H 1.31527 -1.12404 -1.71592 -0.02 -0.01 -0.01 0.086
H 1.78980 -0.64870 0.38657 -0.02 0.07 0.01 0.057
H 1.20119 -2.14233 0.54376 0.00 0.03 -0.02 0.033
C -0.34806 3.45570 3.39105 0.01 0.00 -0.05 -0.024
N -1.52902 2.88695 4.02449 -0.04 0.03 -0.06 -0.179
C -2.25762 3.70394 4.95845 0.00 0.01 0.04 -0.080
C -1.99805 1.67989 3.64271 -0.02 0.13 0.06 -0.312
O -1.46457 0.94510 2.84171 -0.14 0.02 0.11 -0.049
H -0.46845 4.53940 3.34420 0.00 -0.02 0.00 0.089
H -0.24700 3.09035 2.36562 -0.01 -0.02 0.01 0.065
H 0.55165 3.21620 3.96695 -0.02 0.02 -0.01 0.076
H -1.60468 4.04153 5.76939 -0.01 -0.02 0.00 0.082
H -3.07332 3.12762 5.39558 0.00 0.01 -0.01 0.076
H -2.67770 4.58654 4.46619 0.01 0.01 0.01 0.087
H -2.94836 1.41723 4.14333 0.04 -0.04 0.02 0.139
```
Positions in Å, forces in eV/Å.